No. 1
# C38H57GeN2O4P3SZr

A molecular structure, C38H57GeN2O4P3SZr in a non-equilibrium geometry (the ωB97M-V functional and the def2-TZVPD basis, the OMol25 dataset).

Geometry as XYZ:
```
107
Properties=species:S:1:pos:R:3
Zr -0.0762 0.2516 0.5539
C 1.4178 4.2081 1.9611
P 1.0317 3.1399 0.5260
C -0.2340 4.1572 -0.3005
C 2.4815 3.5221 -0.5467
C 2.4310 2.8972 -1.9456
P 2.0855 1.0985 -1.8991
C 2.7583 0.5210 -3.4785
C 3.4348 0.5863 -0.7789
H 1.5906 5.2434 1.6588
H 2.3017 3.8411 2.4851
H 0.5773 4.1710 2.6541
H 0.1456 5.1696 -0.4611
H -1.1443 4.2090 0.2969
H -0.4745 3.7013 -1.2575
H 3.3810 3.1856 -0.0259
H 2.5588 4.6108 -0.6344
H 3.3899 3.0662 -2.4444
H 1.6516 3.3582 -2.5557
H 3.7723 0.9151 -3.5691
H 2.1632 0.8594 -4.3238
H 2.7997 -0.5661 -3.5012
H 4.3299 1.1142 -1.1202
H 3.6201 -0.4842 -0.8221
H 3.2359 0.8313 0.2604
C -1.7137 3.2061 6.0048
C -2.2727 1.8172 5.8002
O -1.3780 0.9912 5.0182
P -1.4525 1.1759 3.4093
O -1.2693 -0.3932 2.8988
C -2.0166 -1.4965 3.4590
C -1.3703 -2.0591 4.7028
O 0.0953 1.5406 2.9829
C 1.2569 0.9868 3.6699
C 1.6553 1.8434 4.8496
H -2.3865 3.7858 6.6387
H -1.6149 3.7316 5.0533
H -0.7371 3.1658 6.4862
H -3.2462 1.8526 5.3055
H -2.3889 1.2910 6.7464
H -2.0249 -2.2408 2.6686
H -3.0415 -1.1631 3.6519
H -0.3233 -2.2870 4.5116
H -1.8746 -2.9906 4.9701
H -1.4342 -1.3742 5.5442
H 2.0402 0.9469 2.9164
H 1.0359 -0.0419 3.9544
H 1.7438 2.8895 4.5551
H 2.6281 1.5147 5.2206
H 0.9360 1.7670 5.6611
O 1.5978 -0.6520 1.2061
C 0.8738 -1.7205 0.6525
C 1.5002 -2.4071 -0.5510
C 2.5086 -3.5381 -0.2998
C 3.3575 -3.3925 0.9631
C 2.6160 -3.9026 2.1971
C 1.4630 -3.0217 2.6733
N 0.4316 -2.6360 1.7089
H 1.9509 -1.6388 -1.1764
H 0.6813 -2.8144 -1.1539
H 3.1487 -3.6243 -1.1837
H 1.9803 -4.4956 -0.2340
H 3.6512 -2.3480 1.1089
H 4.2790 -3.9692 0.8464
H 3.3088 -4.0171 3.0376
H 2.2392 -4.9088 1.9757
H 1.8722 -2.0887 3.0675
H 0.9709 -3.5318 3.5069
H 0.0008 -3.4494 1.2815
S -4.0835 3.2463 0.8442
C -2.8727 2.2235 0.5735
N -1.9846 1.4742 0.3810
C 0.4502 0.8423 -1.5031
Ge -0.7531 -0.2176 -2.5906
C -1.6578 -1.7421 -1.6755
C -1.9019 -2.8892 -2.4346
C -2.6386 -3.9584 -1.9384
C -3.1682 -3.9097 -0.6601
C -2.9507 -2.7804 0.1174
C -2.2014 -1.7280 -0.3883
C 0.0566 -0.9709 -4.2186
C -0.0848 -0.2638 -5.4123
C 0.5349 -0.6922 -6.5793
C 1.2998 -1.8496 -6.5760
C 1.4312 -2.5809 -5.4028
C 0.8140 -2.1423 -4.2394
C -2.2905 0.8156 -3.2346
C -2.4963 2.1382 -2.8627
C -3.6113 2.8438 -3.2988
C -4.5351 2.2291 -4.1300
C -4.3437 0.9080 -4.5150
C -3.2329 0.2092 -4.0656
H -1.5222 -2.9610 -3.4465
H -2.8075 -4.8271 -2.5628
H -3.7566 -4.7337 -0.2771
H -3.3754 -2.7089 1.1098
H -2.1635 -0.8465 0.2575
H -0.6877 0.6380 -5.4343
H 0.4166 -0.1240 -7.4938
H 1.7819 -2.1853 -7.4855
H 2.0156 -3.4928 -5.3914
H 0.9417 -2.7232 -3.3327
H -1.7880 2.6137 -2.1991
H -3.7609 3.8657 -2.9738
H -5.4072 2.7737 -4.4699
H -5.0656 0.4217 -5.1597
H -3.1082 -0.8260 -4.3692
```

The HOMO-LUMO gap comes out at 0.2675 Eh. The HOMO energy comes out at -0.2467 hartree.



No. 2
# C2HFO3S

A single C2HFO3S molecule in a non-equilibrium geometry (the ωB97M-V functional and the def2-TZVPD basis, the OMol25 dataset).

Geometry as XYZ:
```
8
Properties=species:S:1:pos:R:3
C 0.9250 -0.3616 -0.3283
C 0.1922 0.4315 -1.0344
O -1.2728 0.0704 2.4047
O 0.3853 -0.9850 0.7526
O -1.3361 0.5360 -0.2177
F 0.4335 1.1959 -2.0397
S -1.2606 -0.4768 1.1034
H 1.9335 -0.4105 -0.6406
```

The HOMO-LUMO gap comes out at 0.3737 Eh. The HOMO energy comes out at -0.3664 hartree.



No. 3
# C15H33O7P

3 unconnected molecules or ions with the total composition C15H33O7P (the ωB97M-V functional and the def2-TZVPD basis, the OMol25 dataset).

Geometry as XYZ:
```
56
Properties=species:S:1:pos:R:3
C -3.2184 -0.7599 4.6513
C -2.2014 -1.2168 3.5934
C -1.3950 -0.0641 3.0018
C -0.3386 -0.5242 2.0014
C -0.8581 -1.0911 0.6679
P -2.2956 -0.1998 -0.0865
C -2.8483 -1.5393 -1.2424
O -1.8353 -1.6801 -2.2130
C -1.9846 -2.8082 -3.0591
C -0.6218 -3.3184 -3.5184
C 0.4714 -3.2054 -2.4616
H -3.0006 -1.1761 5.6358
H -3.2163 0.3276 4.7525
H -4.2361 -1.0575 4.3964
H -2.7153 -1.7485 2.7871
H -1.5008 -1.9381 4.0256
H -0.9026 0.4819 3.8129
H -2.0766 0.6531 2.5310
H 0.3643 0.2879 1.7998
H 0.2480 -1.3141 2.4856
H -1.0616 -2.1629 0.7450
H -0.0718 -0.9838 -0.0854
H -3.2853 -0.5038 0.8842
H -3.0127 -2.4915 -0.7212
H -3.8023 -1.2315 -1.6938
H -2.5352 -3.5943 -2.5277
H -2.5866 -2.5181 -3.9285
H -0.3138 -2.7945 -4.4261
H -0.7509 -4.3683 -3.7971
H 0.5853 -2.1754 -2.1262
H 1.4264 -3.5458 -2.8649
H 0.2428 -3.8155 -1.5832
C 3.2769 -1.6894 1.0767
O 3.1957 -0.2861 0.7971
C 4.3771 0.3276 0.7360
O 5.4509 -0.1905 0.8967
O 4.1638 1.6155 0.4711
C 5.3555 2.4082 0.3843
H 2.2476 -2.0325 1.1209
H 3.8210 -2.2048 0.2876
H 3.7772 -1.8580 2.0284
H 6.0008 2.0367 -0.4091
H 5.8963 2.3838 1.3283
H 5.0152 3.4148 0.1628
C 1.1826 2.7316 -0.4170
O 0.3499 3.8940 -0.5149
C -0.2230 4.0562 -1.7048
O -0.0881 3.3354 -2.6591
O -1.0363 5.1120 -1.6386
C -1.7636 5.3661 -2.8450
H 1.5855 2.7397 0.5905
H 0.5934 1.8301 -0.5818
H 1.9910 2.7714 -1.1439
H -2.3899 4.5126 -3.0981
H -1.0795 5.5623 -3.6687
H -2.3724 6.2399 -2.6358
```

The structure (SMILES) is CCCCCPCOCCC.COC(=O)OC.COC(=O)OC. The HOMO-LUMO gap comes out at 0.3551 Eh. The HOMO energy comes out at -0.3280 hartree.



No. 4
# H2N2O3S

A single H2N2O3S molecule in a non-equilibrium geometry (the ωB97M-V functional and the def2-TZVPD basis, the OMol25 dataset).

Geometry as XYZ:
```
8
Properties=species:S:1:pos:R:3
N 0.6974 -0.1298 -0.8976
N 0.3481 0.1470 1.2412
O -1.6114 1.2193 -0.1306
O -1.6084 -1.2487 -0.1183
O 1.1142 0.6432 0.2411
S -0.8924 -0.0255 0.0650
H 1.2055 0.2365 -1.8032
H 0.7470 -0.8420 1.4025
```

The HOMO-LUMO gap (alpha / beta) comes out at 0.2497 / 0.3238 Eh. The HOMO energy (alpha / beta) comes out at -0.2288 / -0.4315 hartree. The spin multiplicity is 3.



No. 5
# C3H3NO2

2 unconnected molecules or ions with the total composition C3H3NO2 in a non-equilibrium geometry (the ωB97M-V functional and the def2-TZVPD basis, the OMol25 dataset).

Geometry as XYZ:
```
9
Properties=species:S:1:pos:R:3
C 0.9694 0.9187 -1.5654
C 0.3659 -0.3206 0.2182
C -1.0863 -0.0991 0.4903
N 1.4156 1.4916 -2.4471
O 1.2973 -0.3519 1.1206
O 1.0415 -1.4550 0.1909
H -1.0681 -0.7054 1.4339
H -1.7815 -0.4760 -0.1331
H -1.1538 0.9979 0.6917
```

The HOMO-LUMO gap comes out at 0.3875 Eh. The HOMO energy comes out at -0.4105 hartree.



No. 6
# C4H11NO2

A single C4H11NO2 molecule in a non-equilibrium geometry (the ωB97M-V functional and the def2-TZVPD basis, the OMol25 dataset).

Geometry as XYZ:
```
18
Properties=species:S:1:pos:R:3
C -0.1864 1.4928 -0.0314
C -0.2526 0.0205 0.5214
C -1.7437 -0.4244 0.6864
O -2.3279 0.5757 1.4951
N 0.4253 -1.0383 -0.2704
C 1.8446 -0.8515 -0.5038
O 2.0579 -0.0413 -1.6240
H -1.1012 2.0509 -0.1976
H 0.3824 1.4515 -1.0533
H 0.5427 2.0646 0.6134
H 0.3075 0.0705 1.4864
H -2.1316 -0.4692 -0.3191
H -1.8226 -1.4685 1.0361
H -2.6238 1.3671 1.0880
H 0.1222 -1.0469 -1.2622
H 2.4380 -1.7971 -0.7498
H 2.3410 -0.3840 0.4305
H 2.7557 -0.2710 -2.1841
```

The structure (SMILES) is C[C@@H](CO)NCO. The HOMO-LUMO gap comes out at 0.3688 Eh. The HOMO energy comes out at -0.3384 hartree.



No. 7
# C4H13NO2

3 unconnected molecules or ions with the total composition C4H13NO2 in a non-equilibrium geometry (the ωB97M-V functional and the def2-TZVPD basis, the OMol25 dataset).

Geometry as XYZ:
```
20
Properties=species:S:1:pos:R:3
C -0.3616 0.0593 -1.9659
N 0.9940 -0.5582 -1.7304
C 1.5058 0.1070 -0.4843
C 0.3830 0.8100 0.2635
C -0.7885 0.8266 -0.7215
H -1.1221 -0.6885 -2.2537
H -0.4754 0.7065 -2.8591
H 0.8617 -1.5499 -1.6993
H 2.1773 0.8378 -0.8426
H 2.2060 -0.5393 0.0384
H -0.0138 0.0376 1.0877
H 0.6664 1.6808 0.7494
H -1.0620 1.8435 -1.1445
H -1.6835 0.5279 -0.2170
H 0.3391 -2.6905 1.2456
H -0.5047 -1.8550 0.2157
O 0.3814 -2.1060 0.4920
H -1.7905 0.7191 2.7653
H -0.6540 0.6283 3.8504
O -1.0585 1.2028 3.2102
```

The structure (SMILES) is C1CCNC1.O.O. The HOMO-LUMO gap comes out at 0.3197 Eh. The HOMO energy comes out at -0.3083 hartree.